ORCA calculation (ωB97M-V with the def2-TZVPD basis set) on a cluster of 8 separate species, C48H42O16 in total in a non-equilibrium geometry.

Results
**DFT total energy**: -83211.14067 eV
**SMILES string**: O=C1C=CC(=O)C=C1.O=C1C=CC(=O)C=C1.O=C1C=CC(=O)C=C1.Oc1ccc(O)cc1.Oc1ccc(O)cc1.Oc1ccc(O)cc1.Oc1ccc(O)cc1.Oc1ccc(O)cc1
**LUMO energy**: -1.762 eV
**Kohn-Sham gap**: 6.48 eV
**E_HOMO**: -8.24 eV
**Energy above the lowest of the compared OMol25 structures with the same formula, charge and spin**: 6.63 kcal per mole

Geometry as ORCA input:
```
! wB97M-V def2-TZVPD RIJCOSX def2/J DEFGRID3
* xyz 0 1
O 0.601 -0.162 -3.811
O -1.018 3.829 3.194
O -1.483 -0.367 5.038
O -4.075 -1.747 -0.320
O 1.517 -4.355 0.648
O -6.000 1.247 4.158
O 1.709 6.983 -0.034
O 6.246 4.274 1.614
O 2.902 -4.877 -4.939
O 3.426 -0.011 -2.139
O -3.995 3.698 -0.339
O 3.323 -1.055 2.377
O 2.045 2.604 -1.640
O -3.418 -7.317 -4.169
O 0.066 1.450 0.234
O -1.569 -3.453 -0.642
C -4.514 3.762 1.943
C 1.729 0.254 3.689
C 0.537 0.475 4.348
C -0.037 -1.834 3.855
C 1.161 -1.979 3.198
C 1.872 -3.224 -0.055
C -0.398 6.574 1.013
C -2.991 -6.310 -3.352
C 3.397 2.283 0.301
C 1.109 4.662 2.572
C -1.009 5.615 1.672
C -2.230 -0.750 -1.359
C 3.557 -2.267 -1.462
C 1.792 5.563 1.844
C 1.109 6.498 0.905
C 0.951 -3.625 -4.642
C 3.750 4.138 -1.139
C 0.340 -2.546 -4.136
C 3.011 3.039 -0.810
C -5.013 3.154 3.062
C -1.093 -5.186 -2.265
C -0.967 0.714 0.166
C 1.835 -0.878 -0.597
C 4.913 4.509 -0.408
C 2.972 -3.413 -0.878
C -2.049 -4.365 -1.630
C 3.144 -2.488 -4.851
C -0.338 -0.577 4.390
C 4.426 2.758 1.082
C 2.397 -3.790 -4.797
C 1.102 -1.239 -4.019
C -5.367 1.083 1.894
C -1.562 -6.108 -3.144
C -3.407 -4.521 -1.826
C -2.483 -0.873 1.142
C 5.198 3.864 0.753
C -4.856 1.703 0.790
C -4.458 3.034 0.784
C -1.361 0.272 -1.179
C -3.864 -5.473 -2.710
C -0.345 4.607 2.543
C -2.962 -1.266 -0.204
C 1.254 -1.995 0.040
C 2.522 -1.345 -4.518
C -1.663 0.141 1.381
C -5.424 1.830 3.022
C 2.939 -1.003 -1.387
C 2.070 -0.927 3.057
H 0.355 1.392 4.808
H -1.942 -1.220 5.197
H -5.128 3.701 3.990
H 2.978 -0.395 -4.598
H -0.939 -6.829 -3.631
H 4.471 -2.369 -2.085
H 2.415 1.032 3.584
H -2.922 -1.470 1.956
H -0.613 -2.748 3.979
H -1.365 0.574 2.363
H 2.773 1.573 0.821
H 0.455 -4.522 -4.933
H 1.561 -2.934 2.878
H -1.052 7.278 0.462
H 4.663 2.196 1.938
H 5.592 5.360 -0.690
H -4.315 3.170 -1.099
H 1.384 0.082 -0.362
H 3.283 -1.807 1.724
H -0.745 -2.516 -4.004
H 4.151 -2.608 -5.258
H -4.968 -5.491 -2.962
H -4.793 1.075 -0.079
H -2.074 5.548 1.580
H 2.862 5.631 1.946
H 3.518 4.655 -2.057
H 6.620 5.040 1.201
H 0.421 -1.623 0.684
H -2.554 -1.058 -2.393
H -6.492 1.953 4.657
H 3.015 0.800 -1.891
H -4.191 -3.911 -1.423
H 1.215 2.243 -1.201
H 1.581 3.919 3.181
H -0.633 -3.254 -0.814
H 0.625 -4.207 0.940
H -2.704 -7.904 -4.370
H -0.069 -4.975 -2.170
H -4.153 4.788 1.884
H 3.286 -4.393 -1.015
H -0.931 0.926 -1.964
H -5.617 0.005 1.917
*
```

---

ORCA calculation (ωB97M-V with the def2-TZVPD basis set) on a structure of composition C48H43CeClN3O6PS2 in a non-equilibrium geometry.

Results
**DFT total energy**: -123638.67916 eV
**LUMO energy (spin up / spin down)**: 1.994 / 1.999 eV
**Kohn-Sham gap (spin up / spin down)**: 4.16 / 4.17 eV
**E_HOMO (spin up / spin down)**: -2.16 / -2.17 eV
**⟨S²⟩**: 0.75
**Energy above the lowest of the compared OMol25 structures with the same formula, charge and spin**: 0.00 kcal per mole

Geometry as ORCA input:
```
! wB97M-V def2-TZVPD RIJCOSX def2/J DEFGRID3
* xyz -1 2
Ce -2.061 -17.789 -5.655
Cl -0.518 -12.904 -11.082
S -4.097 -15.931 -4.240
S -1.448 -19.754 -3.133
P -5.874 -18.523 -5.185
O -3.138 -17.580 -7.536
O 0.026 -18.499 -5.269
O -0.650 -16.006 -6.182
O -4.080 -15.887 -5.709
O -3.360 -17.236 -3.862
O -3.439 -14.760 -3.706
N 0.804 -19.287 -4.495
N -1.985 -20.742 -7.023
N -0.465 -18.442 -8.162
C -3.675 -17.321 -8.690
C -7.141 -18.248 -6.470
C -4.224 -22.388 -10.922
C -7.296 -16.956 -6.977
C -3.791 -24.322 -9.306
C -0.290 -16.004 -8.604
C -0.616 -20.753 -7.606
C -1.050 -14.052 -7.282
C 0.083 -21.945 -7.329
C -6.286 -20.102 -4.394
C -6.535 -20.233 -3.032
C 2.128 -19.344 -4.835
C -6.235 -21.294 -5.184
C -6.993 -21.456 -2.513
C -6.257 -15.135 -2.822
C -7.814 -17.349 -3.729
C 2.970 -20.161 -4.131
C -0.936 -13.232 -8.399
C -6.516 -22.524 -4.599
C -6.460 -17.219 -4.040
C -7.616 -15.283 -2.447
C -8.879 -17.782 -8.660
C -5.750 -22.694 -8.934
C 0.972 -22.358 -8.352
C -0.231 -15.157 -9.713
C 2.444 -21.079 -3.214
C -8.359 -16.327 -2.937
C -8.796 -19.022 -8.062
C -0.213 -22.644 -6.147
C -4.303 -22.849 -9.469
C -0.154 -19.721 -8.496
C -2.124 -21.288 -5.725
C -3.509 -21.934 -8.714
C 1.288 -21.491 -9.399
C 1.116 -21.019 -2.904
C -4.553 -16.168 -8.927
C -1.222 -22.227 -5.293
C -6.917 -22.607 -3.254
C -3.520 -18.168 -9.879
C 0.807 -20.185 -9.417
C -0.672 -15.409 -7.288
C -7.950 -19.268 -6.975
C -0.593 -13.799 -9.639
C -2.935 -21.332 -7.797
C 0.219 -20.092 -3.523
C -8.183 -16.719 -8.043
C -5.717 -16.104 -3.621
C 0.029 -17.423 -8.789
H 0.670 -21.733 -2.193
H -8.057 -14.538 -1.793
H 2.352 -18.656 -5.649
H -6.512 -23.312 -9.445
H -9.435 -16.360 -2.747
H -7.236 -23.568 -2.837
H -6.336 -23.468 -5.134
H -4.463 -18.688 -10.029
H -4.242 -15.629 -9.832
H -5.622 -14.259 -2.646
H -6.492 -19.356 -2.427
H -2.733 -18.897 -9.704
H -4.856 -23.024 -11.564
H 1.406 -23.358 -8.297
H -3.305 -17.550 -10.745
H -9.341 -19.884 -8.435
H -0.001 -15.575 -10.724
H -1.197 -12.172 -8.355
H -5.800 -22.909 -7.861
H 1.959 -21.819 -10.210
H -5.955 -21.149 -6.240
H 4.056 -20.099 -4.317
H -3.803 -24.617 -8.248
H -7.959 -20.262 -6.524
H -5.603 -16.421 -9.105
H -7.333 -21.466 -1.490
H 3.109 -21.879 -2.828
H -6.702 -16.165 -6.582
H -6.051 -21.661 -9.079
H -3.028 -21.001 -5.186
H -3.195 -22.417 -11.283
H -4.538 -15.488 -8.066
H 1.177 -19.434 -10.110
H 0.667 -17.591 -9.679
H -1.280 -22.591 -4.264
H 0.428 -23.500 -5.888
H -4.503 -21.328 -11.053
H -8.368 -18.199 -4.089
H -8.324 -15.676 -8.367
H -4.401 -24.983 -9.920
H -1.407 -13.691 -6.302
H -2.799 -24.376 -9.726
H -9.540 -17.587 -9.511
*
```

---

Among the records above, which one has the highest energy above the lowest of the compared OMol25 structures with the same formula, charge and spin?
C48H42O16

---

What is the formula in the first record?
C48H42O16